This record from the Open Molecules 2025 dataset describes C4H6N2S2 in the gas phase in a non-equilibrium geometry. The level of theory is ωB97M-V with the def2-TZVPD basis set.

XYZ file:
```
14
C4H6N2S2 (ωB97M-V with the def2-TZVPD basis set)
S -3.57729 -0.83390 -0.08460
C -1.94801 -0.67653 -0.25743
C -1.11000 0.34666 0.51190
C -0.35687 0.98269 -0.58928
N 0.92694 1.13240 -0.71995
N 1.69580 0.52558 0.18669
C 2.08889 -0.74889 0.25751
S 1.31610 -2.04465 -0.32185
H -1.25571 -1.28437 -1.02313
H -1.79601 1.00493 1.06785
H -0.41978 -0.13865 1.18813
H -0.98844 1.43284 -1.37938
H 2.39863 1.15991 0.46151
H 3.02575 -0.85801 0.70204
```

Results
LUMO level ... -0.54 eV
E ... -28893.10694 eV
M ... 146.24 g mol⁻¹
Total charge ... 0
Energy relative to the best compared isomer or geometry (same formula, charge and spin) ... 3.1038 eV
Frontier orbital gap ... 0.29747 Eh
HOMO ... -8.64 eV
Structure (SMILES) ... S=CC/C=N\NC=S

***

This record from the Open Molecules 2025 dataset describes 2 unconnected molecules or ions with the total composition C2H2I2NO in a non-equilibrium geometry. The level of theory is ωB97M-V with the def2-TZVPD basis set.

XYZ file:
```
8
C2H2I2NO (ωB97M-V with the def2-TZVPD basis set)
C 0.45760 -0.09481 0.64002
C 0.35409 0.78730 -0.34710
N 0.78702 -1.57561 0.41602
O 1.09057 -1.77830 -0.78235
I -3.56114 -0.77946 -0.36663
I 0.00265 2.78797 0.07723
H 0.41500 0.24939 1.69064
H 0.45420 0.40352 -1.32782
```

Results
LUMO level ... 1.83 eV
E ... -21844.23277 eV
M ... 309.85 g mol⁻¹
Total charge ... -1
Energy relative to the best compared isomer or geometry (same formula, charge and spin) ... 0.0000 eV
Frontier orbital gap ... 0.19218 Eh
HOMO ... -3.40 eV

***

This record from the Open Molecules 2025 dataset describes a molecular structure, C11H15AlAuClNO2S2 in a non-equilibrium geometry. The level of theory is ωB97M-V with the def2-TZVPD basis set.

XYZ file:
```
34
C11H15AlAuClNO2S2 (ωB97M-V with the def2-TZVPD basis set)
Au 1.21391 -0.37064 -5.56181
Cl 0.57381 -1.36378 -2.38680
C 2.42661 0.91596 -4.56859
C -0.52867 -1.38941 -5.70736
H 2.73506 1.66243 -5.30663
H 1.85330 1.35310 -3.73829
H 3.26958 0.33364 -4.19589
H -0.88938 -1.24903 -6.73246
H -1.22603 -0.98283 -4.95485
H -0.30768 -2.43627 -5.49236
Al -0.79042 0.10511 -1.09812
C -1.74574 -1.14030 0.08245
C -1.79611 1.42707 -1.99657
H -2.82121 -0.91858 -0.06429
H -1.54606 -2.14562 -0.30972
H -1.53929 -1.13849 1.16194
H -2.72177 1.16539 -2.51285
H -1.58258 2.49329 -2.10975
O 3.49668 0.22047 4.11790
S 2.55268 -0.53079 3.33281
O 2.67177 -1.96468 3.26655
N 2.37051 0.11472 1.80652
C 1.18862 0.65700 1.56359
S 0.83057 1.38130 0.08970
C 0.27307 0.61213 2.71432
C -1.05551 1.02702 2.84486
C -1.74351 0.76198 4.03185
C -1.10001 0.10330 5.08532
C 0.23385 -0.32018 4.96503
C 0.89155 -0.06085 3.76842
H -1.52116 1.51950 1.98872
H -2.78925 1.07136 4.12646
H -1.64449 -0.08499 6.01610
H 0.76731 -0.82830 5.77381
```

Results
LUMO level (spin up / spin down) ... 2.23 / 0.78 eV
E ... -61717.97458 eV
M ... 516.78 g mol⁻¹
Total charge ... -1
<S²> ... 2.010
Energy relative to the best compared isomer or geometry (same formula, charge and spin) ... 0.0000 eV
Frontier orbital gap (spin up / spin down) ... 0.29085 / 0.24695 Eh
Spin multiplicity ... 3
HOMO (spin up / spin down) ... -5.68 / -5.94 eV

***

This record from the Open Molecules 2025 dataset describes C3H3FN2O2 in the gas phase. The level of theory is ωB97M-V with the def2-TZVPD basis set.

XYZ file:
```
11
C3H3FN2O2 (ωB97M-V with the def2-TZVPD basis set)
O 2.72823 -1.19272 -0.14203
C 1.71419 -0.55763 -0.14135
N 1.52696 0.77558 -0.35384
N 0.22986 1.15010 -0.17675
C -0.37171 0.04296 0.06698
C -1.82867 -0.10268 0.30899
F -2.38955 -0.88760 -0.68270
O 0.43666 -1.03826 0.07788
H 2.22687 1.49711 -0.49366
H -2.25474 0.91009 0.27850
H -2.01810 -0.59697 1.25797
```

Results
LUMO level ... 0.74 eV
E ... -12951.88339 eV
M ... 118.07 g mol⁻¹
Total charge ... 0
Energy relative to the best compared isomer or geometry (same formula, charge and spin) ... 0.9857 eV
Frontier orbital gap ... 0.38993 Eh
HOMO ... -9.87 eV
Structure (SMILES) ... O=c1[nH]nc(CF)o1